No. 1
62
Properties=species:S:1:pos:R:3:forces:R:3:nbo_charge:R:1 method="wB97M-V/def2-TZVPD" energy_ha=-3999.08578 e_above_lowest_kj_mol=127.5 multiplicity=1 homo_lumo_gap_ev="5.7 / 5.7" total_charge=+1 e_homo_ha="-0.3823 / -0.3823"
O -0.76699 -3.33439 0.81657 0.3 0.8 -0.6 -0.566
C -0.81402 -4.43320 1.76131 0.5 -0.3 -1.2 -0.064
C -0.71360 -5.41289 0.57677 1.4 0.2 0.2 -0.429
H -1.71990 -4.37580 2.32341 -0.4 -0.2 0.6 0.195
H 0.09885 -4.50196 2.38965 -0.6 0.3 -0.1 0.173
C -0.05437 -4.18217 -0.17622 -0.4 -0.3 0.8 0.267
H -1.68387 -5.73553 0.19189 0.2 0.3 -0.2 0.220
H -0.04822 -6.26598 0.71759 -0.2 -0.1 0.0 0.213
C -0.37126 -3.98970 -1.66124 1.1 -0.3 -0.9 -0.652
H -1.00572 -3.16618 -1.97203 -0.6 -0.1 0.4 0.211
H -0.65893 -4.92338 -2.18478 -0.3 0.5 0.6 0.243
H 0.57267 -3.73598 -2.17349 -0.1 -0.1 0.2 0.212
C 1.45666 -3.90425 0.08134 -0.3 -0.4 -0.1 -0.634
H 1.62047 -3.76727 1.15437 0.2 -0.3 -0.2 0.220
H 1.72734 -2.94955 -0.39133 -0.2 -0.2 0.0 0.204
H 2.14498 -4.67100 -0.32738 -0.5 0.3 0.2 0.228
Ce -0.40853 0.92796 -0.15057 2.1 0.6 4.3 1.290
C 2.27215 1.19171 1.53554 -0.9 0.1 0.5 -0.269
C 1.13586 1.73693 2.21513 0.4 -0.3 -0.6 -0.313
C 0.37413 0.63998 2.75085 0.2 0.0 -0.5 -0.325
H 0.97719 2.80487 2.39899 0.0 -0.7 -0.1 0.264
C 1.08138 -0.57341 2.43979 -0.2 0.6 -0.4 -0.268
C 2.23108 -0.23033 1.67981 -0.6 0.3 0.0 -0.245
H 3.00329 -0.91655 1.32919 -0.3 0.2 0.2 0.230
H 3.08762 1.76764 1.08876 -0.4 -0.3 0.3 0.236
H -0.48595 0.75611 3.41826 0.4 -0.2 -0.3 0.247
H 0.86635 -1.56588 2.83429 -0.2 0.3 -0.3 0.241
C 1.82686 1.54927 -1.33914 -0.2 0.2 -1.0 -0.298
C 1.98854 0.13322 -1.32173 -0.4 0.0 -0.6 -0.200
C 0.89412 -0.45499 -2.02831 0.3 0.7 -0.2 -0.293
H 2.88159 -0.39596 -0.97542 -0.7 0.2 0.3 0.263
C 0.11488 0.61232 -2.59518 0.6 0.5 -0.1 -0.398
C 0.71516 1.85630 -2.17236 0.5 -0.5 -0.9 -0.331
H 0.42686 2.87100 -2.45686 -0.1 -0.6 0.2 0.287
H 2.41451 2.30837 -0.81334 -0.2 -0.5 -0.5 0.284
H 0.71945 -1.52616 -2.18829 0.1 0.6 0.1 0.253
H -0.70829 0.50592 -3.31099 0.3 0.1 0.4 0.266
O -2.63022 0.11872 -0.41582 -1.2 -0.8 -0.4 -0.611
C -2.62535 -1.18939 -1.13148 0.1 0.6 -0.3 -0.071
C -4.06042 -1.70508 -1.13588 0.2 -0.5 0.6 -0.435
H -1.89982 -1.84296 -0.62721 -0.3 0.2 0.0 0.255
H -2.30631 -0.93689 -2.14673 0.1 -0.3 0.0 0.193
C -4.96564 -0.51733 -0.78333 0.1 0.2 0.6 -0.431
H -4.17419 -2.46939 -0.37382 0.1 -0.1 0.2 0.232
H -4.31370 -2.21662 -2.06290 0.1 0.3 -0.2 0.242
C -3.99895 0.66923 -0.57411 0.0 0.5 -0.3 -0.054
H -5.54776 -0.73889 0.12820 0.4 0.2 -0.4 0.236
H -5.69167 -0.31428 -1.57162 0.2 0.2 0.0 0.241
H -4.15410 1.31124 0.29960 -0.2 -0.4 -0.1 0.227
H -4.00506 1.31018 -1.46938 0.2 -0.2 0.2 0.200
Se -0.73411 3.81582 0.24992 -0.8 -1.0 -0.3 -0.032
C 0.86452 4.79706 0.50095 1.3 1.4 -0.1 -0.174
C 1.71400 5.10208 -0.59912 -0.1 -0.5 0.5 -0.244
C 3.02866 5.52359 -0.37713 0.0 0.0 0.6 -0.214
C 3.46423 5.76666 0.93847 -0.1 -0.4 -0.1 -0.208
C 2.56100 5.70354 2.00858 0.2 0.1 -0.7 -0.205
C 1.24684 5.29629 1.77596 -0.1 -0.7 -0.5 -0.238
H 1.35248 4.99789 -1.62439 0.1 -0.3 0.3 0.218
H 3.74219 5.61427 -1.20637 -0.5 0.1 0.3 0.227
H 4.51838 5.97317 1.12954 -0.3 0.1 -0.1 0.224
H 2.89893 5.95273 3.01666 -0.2 0.0 -0.3 0.230
H 0.52371 5.32927 2.58657 0.1 -0.3 -0.1 0.229

No. 2
8
Properties=species:S:1:pos:R:3:forces:R:3:nbo_charge:R:1 method="wB97M-V/def2-TZVPD" energy_ha=-337.28765 e_above_lowest_kj_mol=359.1 multiplicity=1 homo_lumo_gap_ev=8.4 e_homo_ha=-0.3591
O -2.56746 -0.07255 -0.25088 0.7 0.2 0.5 -0.478
C -1.65441 0.19810 0.41430 -0.3 0.0 0.0 1.072
N 0.22382 -0.41576 -0.85786 0.2 0.0 0.1 -0.802
C 1.08279 -0.00358 0.00138 -0.4 0.2 0.4 0.134
N 1.03371 0.53869 1.16757 0.1 -0.3 -0.6 -0.067
O -0.94748 0.57056 1.29629 -0.3 -0.2 -0.5 -0.507
H 0.62542 -0.79989 -1.70496 0.0 0.0 0.1 0.376
H 2.20361 -0.01557 -0.06584 0.0 0.0 0.1 0.274

No. 3
54
Properties=species:S:1:pos:R:3:forces:R:3:nbo_charge:R:1 method="wB97M-V/def2-TZVPD" energy_ha=-1372.65149 multiplicity=1 homo_lumo_gap_ev=4.0 e_homo_ha=-0.1928
C -3.39618 3.64178 -1.58966 2.1 -1.7 -0.6 -0.264
C -1.98714 3.80504 -1.98679 -1.1 -2.2 0.1 -0.138
C -1.21679 2.58262 -2.22073 -2.6 1.0 0.7 -0.267
C -1.90837 1.31546 -2.03381 1.4 0.1 0.0 0.226
C -1.06012 0.01718 -2.33705 -0.6 0.8 -1.4 -0.284
C -0.85352 0.03365 -3.92930 -0.8 0.0 0.0 -0.412
C -2.23789 -0.24977 -4.69044 0.1 -0.3 0.3 -0.434
C -3.18463 -1.24774 -3.91262 -0.5 1.0 -1.5 -0.251
N -2.30553 -2.10367 -3.07362 -1.1 -0.5 0.4 -0.506
C -1.77184 -1.31231 -1.90892 2.1 -0.4 1.4 -0.245
N -3.19856 1.13170 -1.66620 1.1 2.3 -0.3 -0.488
C -3.88579 2.28668 -1.44824 -0.4 1.5 0.0 0.048
H -4.06447 4.50942 -1.41245 0.6 -0.8 -0.1 0.239
H -1.53473 4.81259 -2.13779 -0.4 -1.0 0.2 0.235
H -0.16206 2.65840 -2.55341 -0.9 -0.3 0.4 0.238
H -0.04306 0.07746 -1.86906 -1.1 -0.1 -0.1 0.280
H -0.04819 -0.67717 -4.24975 -0.7 0.4 0.3 0.213
H -0.53780 1.05096 -4.28150 -0.1 -1.0 0.6 0.250
H -1.99789 -0.73345 -5.67474 -0.3 0.7 0.7 0.223
H -2.81209 0.70340 -4.83505 0.7 -0.9 0.0 0.245
H -3.78333 -1.86470 -4.63852 0.8 0.3 0.7 0.226
H -3.93950 -0.72714 -3.26515 1.1 -0.5 -0.2 0.260
H -1.55417 -2.55348 -3.61605 -0.2 0.5 0.1 0.432
H -2.88115 -2.88424 -2.72075 0.4 0.3 0.1 0.439
H -2.55264 -1.20811 -1.12139 0.4 0.2 -1.0 0.277
H -0.97111 -1.97019 -1.46081 -0.8 0.6 -0.3 0.248
H -4.95743 2.17720 -1.14002 1.1 -0.1 -0.3 0.202
C -0.89773 -0.26159 1.72131 -0.1 -0.3 -0.4 -1.114
Si 0.87059 -0.80579 2.11583 0.8 1.9 1.8 1.822
C 1.74193 -1.05357 0.45560 -0.4 -0.4 -0.5 -1.133
C 0.74618 -2.47686 2.97984 -0.3 -0.4 -0.5 -1.136
N 1.59671 0.38817 3.07678 0.5 -1.1 -0.6 -1.720
Si 3.20496 0.25634 3.63575 -2.0 0.6 -0.4 1.819
C 4.46996 0.18576 2.23727 0.5 -0.1 0.2 -1.134
C 3.47560 -1.23416 4.75839 0.5 0.0 0.1 -1.135
C 3.60863 1.79378 4.65966 0.3 -0.2 0.0 -1.115
H -1.38892 -1.02299 1.09863 -0.2 0.0 0.0 0.169
H -1.48158 -0.13648 2.63474 0.0 0.0 0.0 0.238
H -0.89638 0.68488 1.17290 0.0 0.0 0.1 0.216
H 1.11721 -1.65962 -0.21887 0.0 -0.1 -0.1 0.168
H 2.69249 -1.57745 0.57078 0.0 0.1 0.0 0.233
H 1.92841 -0.09296 -0.03251 0.0 0.0 0.1 0.222
H 0.33638 -2.36294 3.98515 0.1 0.1 0.0 0.236
H 1.71829 -2.96788 3.05123 0.0 0.0 0.1 0.225
H 0.08297 -3.14946 2.41987 0.0 -0.1 0.1 0.195
H 4.44938 -0.77664 1.72123 0.0 0.0 0.0 0.211
H 5.48302 0.32086 2.63305 0.1 0.0 -0.1 0.213
H 4.28601 0.97856 1.50824 -0.1 0.0 0.0 0.223
H 2.69772 -1.29091 5.52302 0.0 0.0 -0.1 0.229
H 4.44261 -1.15557 5.26857 0.0 -0.1 0.1 0.212
H 3.48222 -2.16980 4.19543 0.0 0.0 0.0 0.214
H 2.93516 1.87199 5.51638 0.0 0.0 0.0 0.225
H 3.50688 2.69764 4.05296 0.0 0.0 0.0 0.222
H 4.63730 1.74510 5.03263 0.0 0.1 0.1 0.204

No. 4
116
Properties=species:S:1:pos:R:3:forces:R:3:mulliken_charge:R:1 method="wB97M-V/def2-TZVPD" energy_ha=-2817.50593 multiplicity=1 homo_lumo_gap_ev=7.8 total_charge=+1 e_homo_ha=-0.3698
Ca -0.72406 2.04756 2.27066 0.5 -0.6 -0.8 2.057
C 1.26276 0.34883 -1.05677 0.1 0.1 0.3 -0.238
C 0.54619 1.01713 0.08386 -0.5 -0.2 0.5 0.280
O 0.96231 0.80553 1.26931 0.4 0.1 -0.2 -1.188
O -0.49037 1.71542 -0.11504 0.1 0.0 -0.1 -0.469
H 2.32355 0.59133 -0.99333 0.0 0.1 -0.1 0.367
H 0.84706 0.62826 -2.01916 0.0 -0.1 0.0 0.280
H 1.18227 -0.72330 -0.87507 -0.1 0.0 -0.2 -0.262
C -4.34039 -7.67652 -2.17217 -0.5 0.0 0.0 -0.781
O -3.11337 -7.10541 -1.79341 -0.1 0.0 0.2 -0.287
C -2.04106 -7.55832 -2.58531 0.6 0.1 0.2 -0.627
C -0.80518 -6.74686 -2.26163 0.0 0.2 -0.4 -0.638
N -1.00547 -5.35583 -2.63738 -0.1 -0.4 -0.2 -0.215
C 0.09516 -4.46553 -2.33538 0.3 -0.2 0.0 -0.686
C -0.30685 -3.00914 -2.27469 0.3 -0.1 -0.3 -0.828
O -0.72640 -2.56692 -0.99751 -0.5 0.0 -0.2 -0.239
C -2.02084 -3.00892 -0.62862 -0.2 0.7 0.1 -0.392
H -5.09337 -7.46787 -1.41144 0.2 0.2 0.1 0.231
H -4.28400 -8.76696 -2.25876 0.1 0.0 -0.1 0.305
H -4.70022 -7.23666 -3.11055 0.1 -0.2 -0.1 0.318
H -2.24957 -7.42991 -3.65478 -0.2 -0.1 0.0 0.342
H -1.80468 -8.61017 -2.37519 -0.3 0.0 -0.1 0.437
H -0.00972 -7.18439 -2.87741 0.1 0.2 0.1 0.347
H -0.50930 -6.85753 -1.20788 -0.1 -0.1 0.0 0.346
H -1.91327 -5.05164 -2.32583 0.1 0.1 0.3 0.272
H 0.83715 -4.56636 -3.14038 0.0 0.0 0.1 0.345
H 0.61346 -4.72033 -1.39738 -0.1 0.0 0.0 0.501
H -1.05908 -2.84245 -3.05935 -0.1 0.2 0.2 0.403
H 0.55826 -2.39312 -2.52587 0.0 0.0 0.1 0.426
H -1.97301 -3.79028 0.13067 0.0 -0.2 -0.1 0.273
H -2.63031 -3.31445 -1.48158 0.2 -0.3 -0.1 0.458
H -2.57612 -2.15096 -0.22179 0.2 -0.1 0.2 -0.258
C -0.28922 4.65884 0.31958 0.2 0.1 -0.2 -0.427
O -1.07769 4.36863 1.48239 -0.5 -0.3 -0.5 -0.227
C -2.46598 4.55797 1.16692 0.1 -0.1 0.9 -0.753
C -3.14758 3.30301 0.64966 -0.4 0.3 -0.4 -0.648
N -3.07227 2.20052 1.62864 -0.7 0.2 -0.5 -0.279
C -3.59512 0.92002 1.11604 0.2 -0.1 0.6 -0.888
C -3.34345 -0.17231 2.15572 -1.2 0.3 -0.9 -0.852
O -1.98402 -0.21404 2.45973 0.3 0.2 0.0 0.374
C -1.55334 -1.47051 2.92782 -0.2 -0.9 0.3 -0.867
H 0.73723 4.34420 0.50095 0.0 0.2 0.2 0.167
H -0.35623 5.72603 0.10625 0.2 0.0 0.0 0.388
H -0.62738 4.10657 -0.55421 -0.1 0.0 0.1 -0.143
H -2.55542 5.40837 0.49112 -0.2 -0.1 -0.2 0.635
H -2.94368 4.83499 2.11641 0.0 0.1 -0.1 0.286
H -2.72689 3.01146 -0.31257 0.1 -0.2 0.1 0.006
H -4.20613 3.55670 0.49900 0.1 0.1 -0.3 0.588
H -3.74701 2.48081 2.33623 0.3 -0.1 0.3 0.283
H -3.07154 0.67439 0.19284 -0.1 0.0 -0.1 0.269
H -4.68266 0.95561 0.97668 0.1 0.1 -0.4 0.460
H -3.73025 -1.09983 1.71209 0.4 -0.2 0.1 0.594
H -4.00313 -0.00395 3.02396 0.4 0.1 0.2 0.380
H -1.91611 -2.26509 2.26794 0.1 0.1 -0.1 0.251
H -1.94912 -1.69621 3.92956 0.0 0.2 0.0 0.337
H -0.47143 -1.52258 2.97037 0.1 0.3 -0.2 0.016
C 1.11886 0.01476 4.56243 0.4 0.6 -0.4 -1.241
O -0.08645 0.71798 4.27609 0.1 0.3 -0.1 0.518
C -0.87232 0.89706 5.42612 -0.5 0.1 0.4 -0.984
C -2.13723 1.69545 5.11098 0.2 -0.1 0.1 -0.997
N -1.91562 2.86445 4.20439 0.1 0.6 1.5 -0.279
C -0.99191 3.86815 4.79645 0.7 0.1 1.1 -1.186
C 0.50664 3.62793 4.67040 0.7 0.2 0.1 -0.685
O 0.90115 3.49537 3.30929 -0.3 -0.3 0.2 0.078
C 2.27057 3.80192 3.07166 0.1 -0.3 0.0 -1.066
H 1.73527 0.61030 5.24671 -0.2 -0.3 0.3 0.321
H 1.70037 -0.04131 3.64328 -0.3 -0.2 -0.2 0.220
H 0.89006 -0.97698 4.94975 0.1 0.0 0.1 0.361
H -0.32927 1.42259 6.22147 0.3 -0.1 -0.1 0.543
H -1.15752 -0.08342 5.82463 -0.1 0.1 0.1 0.651
H -2.56484 2.04207 6.05916 0.1 -0.1 0.1 0.579
H -2.88032 1.02935 4.67339 0.0 0.2 -0.3 0.087
H -2.79508 3.36390 4.30986 -0.1 -0.1 -0.8 0.334
H -1.18945 3.95221 5.87709 0.1 0.0 0.0 0.562
H -1.14055 4.87922 4.41718 -0.5 -0.3 -0.5 0.395
H 0.87871 2.78271 5.25707 -0.2 -0.1 -0.2 0.220
H 1.04361 4.48989 5.08549 -0.4 0.2 0.1 0.649
H 2.88212 3.50750 3.92779 0.0 0.1 0.0 0.489
H 2.37055 4.86638 2.85809 0.1 0.0 0.1 0.248
H 2.60333 3.20566 2.22360 -0.1 0.1 -0.1 0.242
C -2.19739 4.29753 -4.54828 -0.5 -1.2 -0.4 -1.694
C -1.45034 4.13084 -3.24024 0.1 1.0 -0.2 1.332
C -0.08023 3.50851 -3.38655 0.6 -0.8 -0.1 -0.956
O -1.28361 5.42856 -2.60862 -0.3 -0.2 0.0 -0.518
H -3.25891 4.51168 -4.40062 0.2 0.5 0.1 0.437
H -2.24493 3.32556 -5.05856 0.2 0.1 0.1 0.408
H -1.74044 4.98176 -5.26212 0.1 0.2 0.2 0.430
H -2.05766 3.51719 -2.56868 0.0 0.0 0.0 -0.283
H 0.20721 2.95993 -2.48508 0.0 0.2 0.1 -0.111
H 0.70602 4.22852 -3.61026 -0.2 0.3 0.0 0.320
H -0.03879 2.76437 -4.18886 -0.2 0.1 0.0 0.385
H -1.69979 6.08488 -3.17768 0.1 -0.1 0.1 0.313
C 4.48874 -3.54377 1.51601 -0.1 -0.1 0.7 -1.518
C 3.36358 -3.03982 0.64352 0.1 -0.2 -0.3 1.077
C 3.83478 -1.89816 -0.25662 -0.1 -0.3 0.6 -0.981
O 2.87115 -4.15103 -0.11068 0.0 -0.1 0.0 -0.581
H 5.37863 -3.74293 0.92107 0.1 0.0 0.1 0.347
H 4.19600 -4.45451 2.04227 -0.1 -0.1 -0.2 0.396
H 4.71031 -2.83536 2.32055 0.2 0.2 -0.3 0.340
H 2.56359 -2.67180 1.29734 -0.2 -0.1 -0.2 -0.175
H 3.66947 -0.98800 0.32019 0.2 0.3 -0.4 0.159
H 3.27306 -1.85789 -1.18913 -0.1 0.1 0.0 0.145
H 4.89211 -2.03333 -0.48152 0.0 0.2 -0.1 0.533
H 2.82917 -3.92454 -1.04366 0.0 0.1 0.1 0.288
C 5.12336 1.86534 -4.74603 -0.5 0.1 -0.9 -1.258
C 5.24080 0.37874 -4.97455 0.2 -0.6 -0.4 0.432
C 4.96705 -0.41182 -3.70238 -0.8 0.2 0.1 -0.767
O 4.31720 0.04715 -6.01608 -0.4 0.2 0.0 -0.582
H 5.47237 2.39344 -5.63704 0.4 0.1 0.3 0.353
H 5.63216 2.16990 -3.83800 0.0 0.2 0.0 0.336
H 4.06116 2.13148 -4.73950 0.0 -0.1 0.5 0.254
H 6.24045 0.14259 -5.35893 0.1 0.0 0.3 0.279
H 5.79214 -0.32117 -2.99749 0.0 -0.2 0.0 0.375
H 4.69893 -1.45305 -3.89021 0.5 -0.1 -0.1 0.378
H 4.06384 -0.00878 -3.22510 0.1 0.1 0.0 -0.101
H 4.54504 -0.78300 -6.44481 0.2 0.0 0.2 0.316